21 unconnected molecules or ions with the total composition C64H181N11O21 at a distorted geometry, computed with ωB97M-V with the def2-TZVPD basis set.

Bonds (Å) are listed after each position.
Cartesian coordinates (Å):
1 C 0.0874 1.8187 -6.1177  C2 1.527, H7 1.122, H8 1.073, H9 1.102
2 C 1.0355 1.3542 -5.0150  C1 1.527, C3 1.499, N6 1.434, H10 1.079
3 C 0.8669 -0.1256 -4.8440  C2 1.499, O4 1.380, H11 1.177, H12 1.108
4 O -0.3882 -0.3583 -4.3195  C3 1.380, C5 1.434
5 C -0.7748 -1.7325 -4.1829  O4 1.434, H13 1.087, H14 1.157, H15 1.063
6 N 2.4114 1.7237 -5.1749  C2 1.434, H16 1.005, H17 1.042
7 H -0.7326 1.0537 -6.0739  C1 1.122
8 H 0.6062 1.6013 -7.0316  C1 1.073
9 H -0.3043 2.8431 -6.0126  C1 1.102
10 H 0.6551 1.8255 -4.1225  C2 1.079
11 H 1.7055 -0.4961 -4.1052  C3 1.177
12 H 0.9491 -0.6449 -5.8195  C3 1.108
13 H -0.1108 -2.2292 -3.4795  C5 1.087
14 H -0.6256 -2.4071 -5.1104  C5 1.157
15 H -1.7904 -1.7749 -3.8712  C5 1.063
16 H 3.0155 1.5371 -4.3932  N6 1.005
17 H 2.9106 1.3422 -6.0068  N6 1.042
18 C 0.5417 -3.0749 8.9674  C19 1.522, H24 1.104, H25 1.067, H26 1.059
19 C 0.4511 -1.5616 9.1000  C18 1.522, C20 1.580, N23 1.449, H27 1.134
20 C 1.6439 -0.9442 8.2669  C19 1.580, O21 1.438, H28 1.088, H29 1.061
21 O 1.5074 0.4839 8.1745  C20 1.438, C22 1.401
22 C 2.3588 1.0675 7.2276  O21 1.401, H30 1.091, H31 1.111, H32 1.104
23 N -0.8335 -1.1163 8.5989  C19 1.449, H33 1.032, H34 1.053
24 H -0.1982 -3.5062 9.6644  C18 1.104
25 H 1.5049 -3.4458 9.2369  C18 1.067
26 H 0.4121 -3.4681 7.9930  C18 1.059
27 H 0.6374 -1.2680 10.1793  C19 1.134
28 H 1.5591 -1.3303 7.2536  C20 1.088
29 H 2.5963 -1.1930 8.6634  C20 1.061
30 H 2.2627 0.6131 6.2401  C22 1.091
31 H 3.4029 0.9792 7.5955  C22 1.111
32 H 1.9530 2.0936 7.1997  C22 1.104
33 H -0.8550 -0.0846 8.5718  N23 1.032
34 H -1.1164 -1.5236 7.6704  N23 1.053
35 C 3.1266 -7.6277 2.7083  C36 1.487, H41 1.053, H42 1.121, H43 1.096
36 C 3.3368 -6.6135 1.6408  C35 1.487, C37 1.563, N40 1.501, H44 1.112
37 C 3.3193 -6.9969 0.1255  C36 1.563, O38 1.492, H45 1.046, H46 1.092
38 O 4.5086 -7.8514 -0.1608  C37 1.492, C39 1.433
39 C 4.6677 -8.2023 -1.5407  O38 1.433, H47 1.149, H48 1.101, H49 1.040
40 N 2.3062 -5.5495 1.8826  C36 1.501, H50 1.048, H51 1.026
41 H 2.1367 -7.9175 2.9190  C35 1.053
42 H 3.4467 -7.1103 3.6500  C35 1.121
43 H 3.8236 -8.4732 2.7093  C35 1.096
44 H 4.3626 -6.2082 1.7816  C36 1.112
45 H 3.5051 -6.1083 -0.3935  C37 1.046
46 H 2.3924 -7.4708 -0.2057  C37 1.092
47 H 4.2982 -9.2551 -1.8153  C39 1.149
48 H 5.7396 -8.1195 -1.7765  C39 1.101
49 H 4.1516 -7.4924 -2.0978  C39 1.040
50 H 2.4416 -4.7570 1.2106  N40 1.048
51 H 1.4095 -6.0225 1.7280  N40 1.026
52 C -5.4474 4.4179 2.4878  C53 1.481, H58 1.069, H59 1.081, H60 1.053
53 C -5.9897 4.3898 1.1096  C52 1.481, C54 1.525, N57 1.503, H61 1.147
54 C -4.9257 4.5228 0.0248  C53 1.525, O55 1.403, H62 1.134, H63 1.109
55 O -4.4864 5.8537 -0.0395  C54 1.403, C56 1.419
56 C -3.7329 6.1389 -1.2078  O55 1.419, H64 1.083, H65 1.177, H66 1.100
57 N -6.6355 3.0638 0.8194  C53 1.503, H67 1.011, H68 1.052
58 H -4.8307 3.5540 2.6149  C52 1.069
59 H -6.2591 4.4029 3.2010  C52 1.081
60 H -4.9216 5.3271 2.5654  C52 1.053
61 H -6.7134 5.2573 0.9127  C53 1.147
62 H -5.3017 4.1672 -0.9839  C54 1.134
63 H -4.0804 3.8433 0.2570  C54 1.109
64 H -4.2490 5.7084 -2.0569  C56 1.083
65 H -2.6824 5.6169 -1.1139  C56 1.177
66 H -3.4897 7.2096 -1.2719  C56 1.100
67 H -7.3391 2.8570 1.5152  N57 1.011
68 H -7.1781 3.0210 -0.0803  N57 1.052
69 C -9.4938 6.3142 0.0772  C70 1.514, H75 1.088, H76 1.076, H77 1.107
70 C -9.3697 5.8680 -1.3641  C69 1.514, C71 1.542, N74 1.461, H78 1.099
71 C -10.2798 4.6735 -1.7148  C70 1.542, O72 1.407, H79 1.096, H80 1.130
72 O -9.6924 3.5171 -1.1689  C71 1.407, C73 1.413
73 C -10.6671 2.5215 -0.9363  O72 1.413, H81 1.096, H82 1.078, H83 1.086
74 N -9.8582 6.9195 -2.2532  C70 1.461, H84 1.012, H85 0.997
75 H -9.2121 5.4791 0.7144  C69 1.088
76 H -10.4957 6.6931 0.1808  C69 1.076
77 H -8.7944 7.1601 0.2225  C69 1.107
78 H -8.3596 5.5363 -1.6412  C70 1.099
79 H -10.4206 4.6246 -2.8008  C71 1.096
80 H -11.3168 4.8477 -1.3004  C71 1.130
81 H -10.1690 1.7963 -0.2821  C73 1.096
82 H -11.0828 1.9972 -1.7815  C73 1.078
83 H -11.5120 3.0401 -0.4934  C73 1.086
84 H -9.4125 7.8279 -2.2308  N74 1.012
85 H -9.7986 6.6198 -3.2026  N74 0.997
86 C -2.0673 -7.0696 -0.0592  C87 1.524, H92 1.070, H93 1.159, H94 1.072
87 C -0.8916 -6.6809 0.8294  C86 1.524, C88 1.573, N91 1.419, H95 1.079
88 C -1.5605 -5.7399 1.8975  C87 1.573, O89 1.360, H96 1.086, H97 1.103
89 O -2.2557 -4.7143 1.3358  C88 1.360, C90 1.436
90 C -2.4076 -3.6691 2.3086  O89 1.436, H98 1.102, H99 1.061, H100 1.103
91 N -0.0855 -7.6131 1.5320  C87 1.419, H101 1.021, H102 1.004
92 H -2.3001 -6.1794 -0.6060  C86 1.070
93 H -2.9856 -7.3296 0.5983  C86 1.159
94 H -1.9085 -7.9565 -0.6398  C86 1.072
95 H -0.2865 -5.9566 0.3055  C87 1.079
96 H -0.7480 -5.4001 2.5330  C88 1.086
97 H -2.2325 -6.3562 2.5184  C88 1.103
98 H -2.9403 -4.0213 3.2065  C90 1.102
99 H -2.9854 -2.9472 1.7877  C90 1.061
100 H -1.4114 -3.2513 2.5312  C90 1.103
101 H -0.6042 -8.0599 2.2892  N91 1.021
102 H 0.3988 -8.2827 0.9625  N91 1.004
103 C -0.3272 6.7579 0.6491  C104 1.549, H109 1.112, H110 1.058, H111 1.126
104 C -0.5377 6.6057 2.1766  C103 1.549, C105 1.541, N108 1.432, H112 1.125
105 C 0.2094 5.3972 2.7736  C104 1.541, O106 1.412, H113 1.063, H114 1.099
106 O -0.0600 4.1597 2.1495  C105 1.412, C107 1.385
107 C -1.3780 3.7678 2.3180  O106 1.385, H115 1.098, H116 1.097, H117 1.133
108 N -0.0292 7.7752 2.8286  C104 1.432, H118 1.028, H119 0.987
109 H -0.8902 5.9924 0.0705  C103 1.112
110 H 0.7001 6.7344 0.3991  C103 1.058
111 H -0.8550 7.7153 0.3776  C103 1.126
112 H -1.6369 6.5097 2.3956  C104 1.125
113 H -0.0402 5.3815 3.8068  C105 1.063
114 H 1.2727 5.6518 2.6588  C105 1.099
115 H -1.4967 2.7654 1.8864  C107 1.098
116 H -2.0166 4.4730 1.7717  C107 1.097
117 H -1.6003 3.7362 3.4284  C107 1.133
118 H -0.1233 8.6369 2.2754  N108 1.028
119 H -0.5223 7.9644 3.6630  N108 0.987
120 C -0.0295 0.6776 3.8149  C121 1.512, H126 1.069, H127 1.136, H128 1.093
121 C -0.6529 -0.0863 4.9610  C120 1.512, C122 1.487, N125 1.470, H129 1.132
122 C -1.7256 0.7215 5.5986  C121 1.487, O123 1.392, H130 1.067, H131 1.116
123 O -2.8713 0.9469 4.8400  C122 1.392, C124 1.381
124 C -3.6266 1.9661 5.3862  O123 1.381, H132 1.062, H133 1.083, H134 1.067
125 N -1.1131 -1.4292 4.5780  C121 1.470, H135 1.032, H136 1.037
126 H -0.7310 0.7463 3.0112  C120 1.069
127 H 0.8144 0.0457 3.3924  C120 1.136
128 H 0.3954 1.6600 4.0376  C120 1.093
129 H 0.1367 -0.1893 5.7652  C121 1.132
130 H -1.2969 1.6663 5.8494  C122 1.067
131 H -1.8947 0.2648 6.6030  C122 1.116
132 H -3.8936 1.7383 6.3888  C124 1.062
133 H -4.4885 2.0513 4.7362  C124 1.083
134 H -3.0998 2.8880 5.2841  C124 1.067
135 H -1.8845 -1.3901 3.8933  N125 1.032
136 H -0.2893 -1.8948 4.1548  N125 1.037
137 C 4.3765 1.0017 2.8715  C138 1.552, H143 1.090, H144 1.119, H145 1.114
138 C 5.0352 1.5529 1.5788  C137 1.552, C139 1.551, N142 1.419, H146 1.044
139 C 6.4717 0.9678 1.5815  C138 1.551, O140 1.397, H147 1.127, H148 1.069
140 O 7.1507 1.2409 2.7710  C139 1.397, C141 1.431
141 C 8.5810 1.1988 2.7432  O140 1.431, H149 1.100, H150 1.113, H151 1.037
142 N 4.4446 0.9427 0.4422  C138 1.419, H152 1.040, H153 1.005
143 H 3.2904 0.9563 2.9508  C137 1.090
144 H 4.8353 1.5628 3.7241  C137 1.119
145 H 4.7651 -0.0410 2.9251  C137 1.114
146 H 4.9445 2.5912 1.5248  C138 1.044
147 H 6.9308 1.4464 0.6707  C139 1.127
148 H 6.4134 -0.0885 1.4285  C139 1.069
149 H 8.9006 1.3468 3.7849  C141 1.100
150 H 8.9849 2.0189 2.1081  C141 1.113
151 H 8.8931 0.3270 2.2757  C141 1.037
152 H 3.6671 0.2819 0.6428  N142 1.040
153 H 4.0868 1.6052 -0.2231  N142 1.005
154 C 0.3125 -1.8024 -0.7436  C155 1.525, H160 1.127, H161 1.107, H162 1.067
155 C 1.2366 -0.7183 -0.1996  C154 1.525, C156 1.511, N159 1.401, H163 1.110
156 C 0.4565 0.5390 0.1045  C155 1.511, O157 1.455, H164 1.107, H165 1.147
157 O 0.1546 1.2406 -1.1340  C156 1.455, C158 1.430
158 C -0.5220 2.4505 -0.7828  O157 1.430, H166 1.098, H167 1.096, H168 1.098
159 N 1.9738 -1.2127 0.8844  C155 1.401, H169 1.033, H170 0.978
160 H -0.3365 -2.2443 0.0644  C154 1.127
161 H 0.8725 -2.6430 -1.1956  C154 1.107
162 H -0.3276 -1.3502 -1.4674  C154 1.067
163 H 1.8622 -0.3209 -1.0256  C155 1.110
164 H 0.9360 1.1646 0.8814  C156 1.107
165 H -0.5562 0.2647 0.5681  C156 1.147
166 H -0.5833 3.0487 -1.7018  C158 1.098
167 H 0.0212 2.9948 -0.0012  C158 1.096
168 H -1.5602 2.2236 -0.5086  C158 1.098
169 H 2.5835 -2.0295 0.7148  N159 1.033
170 H 1.4126 -1.4651 1.6440  N159 0.978
171 C 7.0144 -1.6505 -2.8179  C172 1.557, H177 1.086, H178 1.062, H179 1.124
172 C 6.3544 -0.2805 -3.1529  C171 1.557, C173 1.535, N176 1.532, H180 1.142
173 C 6.0416 -0.2264 -4.6550  C172 1.535, O174 1.437, H181 1.097, H182 1.070
174 O 7.2638 -0.2000 -5.4104  C173 1.437, C175 1.367
175 C 7.1614 -0.1208 -6.7712  O174 1.367, H183 1.081, H184 1.131, H185 1.110
176 N 5.0131 -0.2470 -2.4132  C172 1.532, H186 1.011, H187 1.051
177 H 7.2178 -1.7651 -1.7576  C171 1.086
178 H 7.9508 -1.8234 -3.2875  C171 1.062
179 H 6.2768 -2.4531 -3.0904  C171 1.124
180 H 7.0848 0.5014 -2.7549  C172 1.142
181 H 5.4902 0.6934 -4.8867  C173 1.097
182 H 5.5800 -1.1699 -4.8579  C173 1.070
183 H 8.1661 0.1825 -7.0289  C175 1.081
184 H 6.3768 0.6542 -7.0200  C175 1.131
185 H 6.8394 -1.0716 -7.2452  C175 1.110
186 H 5.2113 -0.0668 -1.4382  N176 1.011
187 H 4.4896 0.6361 -2.6388  N176 1.051
188 C 1.6805 5.9147 -4.1355  C189 1.523, H191 1.109, H192 1.077, H193 1.153
189 C 1.8842 5.8424 -5.6435  C188 1.523, O190 1.440, H194 1.120, H195 1.091
190 O 2.8570 4.8083 -5.8817  C189 1.440, H196 0.993
191 H 1.0883 5.0961 -3.6777  C188 1.109
192 H 1.2848 6.8567 -3.7940  C188 1.077
193 H 2.6323 5.9158 -3.4843  C188 1.153
194 H 2.2913 6.8094 -6.0350  C189 1.120
195 H 0.9347 5.6464 -6.1440  C189 1.091
196 H 2.4842 3.9265 -5.6183  O190 0.993
197 C -4.2738 -0.3219 0.1946  C198 1.491, H200 1.114, H201 1.101, H202 1.116
198 C -4.2535 0.1898 1.5950  C197 1.491, O199 1.399, H203 1.090, H204 1.084
199 O -3.0151 -0.0787 2.1877  C198 1.399, H205 0.990
200 H -3.5621 0.2625 -0.4322  C197 1.114
201 H -5.2638 -0.1649 -0.2609  C197 1.101
202 H -4.0744 -1.4134 0.0794  C197 1.116
203 H -5.0267 -0.2253 2.2422  C198 1.090
204 H -4.4691 1.2519 1.6083  C198 1.084
205 H -2.9839 0.3280 3.0895  O199 0.990
206 C -2.4915 6.1645 -5.3066  C207 1.481, H209 1.084, H210 1.067, H211 1.079
207 C -2.1640 5.3236 -4.1329  C206 1.481, O208 1.465, H212 1.134, H213 1.119
208 O -1.4010 4.1218 -4.4796  C207 1.465, H214 1.003
209 H -2.8784 7.1351 -5.0172  C206 1.084
210 H -3.1695 5.7720 -6.0308  C206 1.067
211 H -1.5517 6.4154 -5.7727  C206 1.079
212 H -3.1003 5.0219 -3.5679  C207 1.134
213 H -1.5390 5.9504 -3.4476  C207 1.119
214 H -1.9905 3.3224 -4.3407  O208 1.003
215 C -3.5828 0.5870 -5.3223  C216 1.538, H218 1.066, H219 1.074, H220 1.066
216 C -3.3942 0.6407 -3.7964  C215 1.538, O217 1.466, H221 1.104, H222 1.043
217 O -2.2385 1.4467 -3.3911  C216 1.466, H223 0.972
218 H -2.8561 0.0355 -5.8730  C215 1.066
219 H -3.7655 1.5241 -5.8147  C215 1.074
220 H -4.4909 0.0962 -5.5897  C215 1.066
221 H -3.3198 -0.3746 -3.3683  C216 1.104
222 H -4.2121 1.0649 -3.3074  C216 1.043
223 H -1.4672 0.9364 -3.6895  O217 0.972
224 C 3.6245 -3.9372 -3.8985  C225 1.509, H227 1.090, H228 1.102, H229 1.096
225 C 2.7307 -2.7253 -3.7987  C224 1.509, O226 1.398, H230 1.075, H231 1.125
226 O 2.9652 -1.9711 -2.6446  C225 1.398, H232 0.967
227 H 3.3886 -4.6725 -3.1288  C224 1.090
228 H 4.6575 -3.5565 -3.8602  C224 1.102
229 H 3.5464 -4.4421 -4.8681  C224 1.096
230 H 1.6932 -3.0023 -3.7502  C225 1.075
231 H 2.8575 -2.0157 -4.6622  C225 1.125
232 H 3.8208 -1.5223 -2.6862  O226 0.967
233 C -3.9309 -4.2929 -2.9915  C234 1.526, H236 1.113, H237 1.115, H238 1.079
234 C -3.5784 -3.5985 -1.6791  C233 1.526, O235 1.447, H239 1.067, H240 1.069
235 O -2.1490 -3.6911 -1.4725  C234 1.447, H241 0.986
236 H -5.0006 -4.0980 -3.2304  C233 1.113
237 H -3.7388 -5.3833 -2.8575  C233 1.115
238 H -3.4381 -3.7901 -3.8087  C233 1.079
239 H -4.1316 -4.0998 -0.9164  C234 1.067
240 H -3.8194 -2.5569 -1.6747  C234 1.069
241 H -2.0226 -3.7614 -0.4967  O235 0.986
242 C 5.4254 -2.9260 1.5383  C243 1.524, H245 1.147, H246 1.063, H247 1.133
243 C 5.1642 -3.2281 0.0676  C242 1.524, O244 1.407, H248 1.125, H249 1.072
244 O 3.7901 -3.4673 -0.1151  C243 1.407, H250 0.962
245 H 5.2220 -3.7555 2.3039  C242 1.147
246 H 4.8442 -2.1223 1.9207  C242 1.063
247 H 6.5444 -2.7608 1.6083  C242 1.133
248 H 5.8518 -4.0384 -0.3015  C243 1.125
249 H 5.4555 -2.3356 -0.4504  C243 1.072
250 H 3.4496 -3.0448 -0.9100  O244 0.962
251 C 3.8596 4.6450 -1.2630  C252 1.479, H254 1.098, H255 1.114, H256 1.077
252 C 2.6705 3.7808 -1.0979  C251 1.479, O253 1.434, H257 1.137, H258 1.099
253 O 2.7317 2.6160 -1.9327  C252 1.434, H259 0.935
254 H 4.0763 4.7194 -2.3374  C251 1.098
255 H 4.8138 4.4053 -0.7407  C251 1.114
256 H 3.7101 5.6269 -0.8458  C251 1.077
257 H 1.7307 4.3801 -1.3203  C252 1.137
258 H 2.4909 3.3842 -0.0887  C252 1.099
259 H 1.9613 2.0972 -1.8229  O253 0.935
260 C 1.8538 -5.4051 5.8285  C261 1.558, H263 1.110, H264 1.115, H265 1.123
261 C 0.8169 -4.8750 4.7932  C260 1.558, O262 1.413, H266 1.067, H267 1.101
262 O 1.3435 -3.9220 3.8919  C261 1.413, H268 1.001
263 H 1.3135 -5.9230 6.6485  C260 1.110
264 H 2.5357 -4.6032 6.1975  C260 1.115
265 H 2.4578 -6.2280 5.3593  C260 1.123
266 H 0.0407 -4.3698 5.3223  C261 1.067
267 H 0.3374 -5.7076 4.2546  C261 1.101
268 H 1.7565 -4.4718 3.1649  O262 1.001
269 C 0.8001 -6.8879 -2.6982  C270 1.552, H272 1.078, H273 1.064, H274 1.110
270 C -0.3641 -6.1278 -3.3871  C269 1.552, O271 1.435, H275 1.076, H276 1.138
271 O -0.1760 -4.7304 -3.1186  C270 1.435, H277 0.981
272 H 0.9395 -6.4296 -1.7321  C269 1.078
273 H 1.6924 -6.6801 -3.2399  C269 1.064
274 H 0.6633 -7.9889 -2.7066  C269 1.110
275 H -1.3540 -6.4495 -3.1154  C270 1.076
276 H -0.2542 -6.2584 -4.5124  C270 1.138
277 H -0.7780 -4.5162 -2.3746  O271 0.981

## Properties
Largest force on an atom: 3.73 eV/A
ΔE to the lowest compared entry with this formula, charge and spin: 348.37 kJ/mol
Orbital gap: 8.96 eV
E_HOMO: -8.6 eV
Total charge: 0
E_tot: -128682.184 eV